Record 1
Below is a molecular structure, C43H58N5O4PRbS3Si3 at a distorted geometry, with properties calculated with ωB97M-V/def2-TZVPD.

HOMO-LUMO gap: 5.805 eV
HOMO level: -0.1558 hartree
energy: -4676.7921 Eh

Structure (ORCA input):
```
! RIJCOSX wB97M-V def2-TZVPD def2/J DEFGRID3
* xyz -1 1
Rb 0.0555 -0.7283 0.8847
C 4.1273 1.2760 3.0528
N 3.6742 1.7304 1.7528
C 3.5238 3.0648 1.4163
C 3.0407 3.0905 0.1738
N 2.7710 1.7983 -0.2088
C 3.2341 0.9354 0.7382
S 3.3676 -0.7411 0.6528
C 2.3340 1.3451 -1.4765
C 3.0016 1.7788 -2.6201
C 2.4978 1.4211 -3.8450
C 1.4208 0.5807 -3.9239
C 0.8920 0.1095 -2.6997
N 1.3206 0.5122 -1.5092
H 5.2289 1.3249 3.0227
H 3.8257 0.2519 3.1763
H 3.7383 1.8631 3.8482
H 3.7733 3.8703 2.0886
H 2.7299 3.9283 -0.4819
H 3.8401 2.4499 -2.4904
H 2.9436 1.8339 -4.7432
H 0.9460 0.3091 -4.8661
H 0.0646 -0.5813 -2.7739
O -3.3437 -3.5194 -0.3386
S -1.9262 -3.2648 -0.3706
O -1.2807 -3.3926 0.9361
O -1.5277 -2.0408 -1.1095
C -1.1634 -4.6877 -1.1892
C -1.9545 -5.7767 -1.5317
C -1.3502 -6.8835 -2.0899
C 0.0017 -6.9129 -2.3001
C 0.7437 -5.8035 -1.9650
C 0.1976 -4.6921 -1.3787
P 1.2771 -3.2284 -0.8932
C 2.4498 -4.2496 0.1372
C 3.6579 -4.7307 -0.3755
C 4.5014 -5.5258 0.3965
C 4.1628 -5.7836 1.7069
C 2.9799 -5.2788 2.2558
C 2.1283 -4.4668 1.4903
C 2.1521 -2.9684 -2.5247
C 1.5985 -3.3177 -3.7476
C 2.3219 -3.0384 -4.9220
C 3.5439 -2.3498 -4.8696
C 4.0688 -1.9859 -3.6691
C 3.3552 -2.2668 -2.4787
H -2.9856 -5.6866 -1.4637
H -1.9332 -7.8003 -2.2016
H 0.4231 -7.8037 -2.6745
H 1.7740 -5.8055 -2.1943
H 3.9884 -4.5280 -1.4113
H 5.3620 -5.9703 0.0143
H 4.8200 -6.3501 2.3226
H 2.8149 -5.4448 3.2695
H 1.3407 -3.9227 2.0222
H 0.6099 -3.7836 -3.8345
H 1.8752 -3.3618 -5.8646
H 4.0618 -2.1978 -5.7898
H 4.9832 -1.3773 -3.6656
H 3.7827 -2.0020 -1.5698
C -2.0300 -1.7722 4.1153
O -1.6803 -0.5773 3.5098
Si -1.4448 0.9419 4.2072
C 0.3047 0.8634 4.8789
C -2.6333 0.8994 5.7216
C -1.5788 2.1540 2.8388
Si -3.0509 1.8829 1.7517
C -3.6793 3.4461 0.7765
C -4.5510 1.0331 2.5385
C -2.8805 0.8205 0.2387
Si -0.7969 3.7111 2.9294
C -0.2722 4.2574 1.1641
C 0.7302 3.8799 3.9823
C -1.9012 5.1969 3.5347
H -2.4054 -1.6994 5.1154
H -1.1562 -2.4242 4.1922
H -2.8875 -2.2654 3.5299
H 0.4068 -0.1440 5.2761
H 0.5937 1.6628 5.5910
H 0.8776 0.9065 3.9656
H -2.1185 0.5419 6.5856
H -3.4573 0.1661 5.5528
H -3.1304 1.8495 6.0066
H -4.1351 4.3140 1.3201
H -4.5454 3.0056 0.2087
H -2.9426 3.8804 0.1417
H -5.2130 1.6340 3.2147
H -4.2078 0.1600 3.1586
H -5.1885 0.5849 1.7374
H -1.9925 1.1236 -0.4069
H -3.7312 0.9749 -0.4703
H -2.7728 -0.2404 0.4252
H -0.0337 3.4400 0.4889
H 0.4491 5.0255 1.0808
H -1.1740 4.6614 0.7174
H 1.4151 3.1450 3.6871
H 0.4795 3.8276 5.0461
H 1.0646 4.9060 3.7909
H -2.9105 5.0039 3.1794
H -1.5948 6.1658 3.1404
H -1.9595 5.2973 4.6196
C -0.3903 3.8046 -2.4957
C -1.5107 3.1535 -3.1797
C -2.8314 3.3305 -2.9483
C -3.7727 2.6422 -3.7755
N -3.3669 1.8387 -4.7322
C -1.9877 1.6672 -4.9404
S -1.4108 0.6813 -6.1582
N -1.1319 2.3977 -4.2218
C -5.2460 2.7488 -3.6318
H 0.3193 3.0145 -2.2258
H -0.7159 4.3030 -1.6236
H 0.1261 4.5066 -3.1312
H -3.1021 3.9407 -2.0883
H -0.1418 2.2644 -4.3187
H -5.5699 3.3346 -2.7868
H -5.7118 1.7248 -3.6157
H -5.6837 3.1823 -4.5049
*
```



Record 2
Below is 2 unconnected molecules or ions with the total composition C4H12S at a distorted geometry, with properties calculated with ωB97M-V/def2-TZVPD.

HOMO-LUMO gap: 9.548 eV
HOMO level: -0.3116 hartree
energy: -557.7194 Eh

Structure (ORCA input):
```
! RIJCOSX wB97M-V def2-TZVPD def2/J DEFGRID3
* xyz 0 1
C 1.0836 0.0246 -0.9708
S 1.8213 -0.8127 0.5051
C 3.5531 -0.2594 0.1827
H 1.7412 -0.2558 -1.7786
H 0.0610 -0.2396 -0.9115
H 1.0501 1.1229 -0.8733
H 4.0960 -0.5788 -0.7178
H 3.8952 -0.5874 1.0570
H 3.3493 0.8703 -0.0189
C -2.2529 0.1446 -0.2577
C -2.9346 0.0454 1.0543
H -3.0493 0.5009 -0.9226
H -1.4637 0.8141 -0.1583
H -1.8349 -0.7775 -0.6276
H -2.2506 -0.1785 1.8848
H -3.5822 -0.8395 1.1961
H -3.2825 1.0063 1.3571
*
```



Record 3
Below is C3H7NO in the gas phase at a distorted geometry, with properties calculated with ωB97M-V/def2-TZVPD.

HOMO-LUMO gap: 10.134 eV
HOMO level: -0.3461 hartree
energy: -248.3690 Eh

Structure (ORCA input):
```
! RIJCOSX wB97M-V def2-TZVPD def2/J DEFGRID3
* xyz 0 1
C -1.4734 -0.1259 -1.2121
C -0.3159 -0.1413 -0.2908
C 0.6955 -1.3068 -0.1460
N -0.1245 0.9190 0.4931
O 1.0647 1.0333 1.2366
H -1.1934 0.1511 -2.3308
H -1.8624 -1.2089 -1.1492
H -2.3694 0.4620 -0.7806
H 0.2235 -1.9727 0.7543
H 1.8898 -0.9511 0.1403
H 0.7657 -1.9200 -1.2645
H 1.4624 0.1841 1.1796
*
```



Please write out number 2 again, unchanged.
Below is 2 unconnected molecules or ions with the total composition C4H12S at a distorted geometry, with properties calculated with ωB97M-V/def2-TZVPD.

HOMO-LUMO gap: 9.548 eV
HOMO level: -0.3116 hartree
energy: -557.7194 Eh

Structure (ORCA input):
```
! RIJCOSX wB97M-V def2-TZVPD def2/J DEFGRID3
* xyz 0 1
C 1.0836 0.0246 -0.9708
S 1.8213 -0.8127 0.5051
C 3.5531 -0.2594 0.1827
H 1.7412 -0.2558 -1.7786
H 0.0610 -0.2396 -0.9115
H 1.0501 1.1229 -0.8733
H 4.0960 -0.5788 -0.7178
H 3.8952 -0.5874 1.0570
H 3.3493 0.8703 -0.0189
C -2.2529 0.1446 -0.2577
C -2.9346 0.0454 1.0543
H -3.0493 0.5009 -0.9226
H -1.4637 0.8141 -0.1583
H -1.8349 -0.7775 -0.6276
H -2.2506 -0.1785 1.8848
H -3.5822 -0.8395 1.1961
H -3.2825 1.0063 1.3571
*
```